Molecular formula: CH4NS
Method: DFT, the ωB97M-V functional and the def2-TZVPD basis

The maximum force is 1.379 eV Å⁻¹. Its LUMO energy (spin up / spin down) is 0.88 / -2.71 eV. The value obtained for the total energy is -493.33730 Ha. The spin multiplicity is 2. The HOMO-LUMO gap (spin up / spin down) is 10.77 / 7.10 eV.

Last column: natural (NBO) charge in e.
Positions of all 7 atoms, in Å:
C 0.129 0.051 -0.917  -0.040
N -0.850 -0.376 -1.587  -0.594
H 1.096 -0.437 -0.789  0.171
H 0.061 0.942 -0.281  0.136
H -1.728 0.025 -1.264  0.339
S 0.729 0.334 1.915  -0.114
H 0.562 -0.540 2.923  0.103